Entry 1:
15
Properties=species:S:1:pos:R:3:forces:R:3 method="wB97M-V/def2-TZVPD" de_lowest_kj_mol=175.0 energy_ev=-18537.692 homo_energy_ev=-14.26 total_charge=+1 gap_ev=10.09 spin_multiplicity=1
C -0.24656 -1.57350 -0.32334 0.7 -2.5 1.9
C 0.62020 0.64621 -0.13297 1.3 -2.3 0.6
C -1.61930 0.40173 0.41239 -0.7 0.6 0.7
N -0.33311 -0.25247 0.01160 -2.7 3.3 0.3
N 0.85124 -2.13916 -0.06993 -0.1 2.9 -0.3
N 0.43442 1.92805 -0.35032 1.8 0.4 0.0
S 2.35802 0.28479 0.20251 0.9 2.3 -0.6
H -1.20614 -2.07957 -0.46607 0.1 0.3 -0.7
H 2.96771 -0.89716 0.48933 -1.7 -0.4 -0.2
H -1.34432 1.23001 1.13573 -0.4 -1.0 -0.8
H -2.17933 0.84110 -0.43589 0.4 -0.3 0.3
H -2.31222 -0.26363 0.97225 0.8 0.1 -0.6
H 0.97318 -3.02292 -0.41515 -0.1 -3.1 -0.7
H 1.35765 2.33105 -0.44506 0.0 0.9 0.0
H -0.32145 2.56547 -0.58510 -0.3 -1.0 0.2

***

Entry 2:
11
Properties=species:S:1:pos:R:3:forces:R:3 method="wB97M-V/def2-TZVPD" de_lowest_kj_mol=112.5 energy_ev=-52942.094 homo_energy_ev="-5.91 / -8.86" gap_ev="4.01 / 6.99" spin_multiplicity=2
H -1.24060 0.46855 1.08141 1.4 -2.6 -1.7
O -0.60837 0.65310 2.95081 2.6 -0.4 0.2
C 0.19052 -0.06363 2.32655 -4.0 -1.4 1.5
C -0.23428 -0.20892 0.93327 -1.1 3.9 -0.4
C 0.55245 -0.14108 -0.14725 0.0 0.4 0.0
C -0.05443 0.04094 -1.47165 0.0 -0.5 -0.4
O 0.59944 0.24215 -2.48238 -0.1 0.1 0.5
Cu -0.30669 0.13991 -4.37895 -0.1 0.0 -0.2
H 0.61298 -0.97411 2.79385 1.3 0.9 0.4
H 1.63792 -0.02839 -0.06993 -0.2 -0.8 -0.1
H -1.14894 -0.12853 -1.53573 0.2 0.3 0.1

***

Entry 3:
71
Properties=species:S:1:pos:R:3:forces:R:3 method="wB97M-V/def2-TZVPD" energy_ev=-62253.740 homo_energy_ev=-10.26 total_charge=+1 gap_ev=5.80 spin_multiplicity=1
C -1.47617 -7.65140 0.18404 -0.1 -0.7 0.0
C -2.52077 -7.09607 0.37302 -0.3 0.5 -0.1
C -3.71574 -6.23731 0.50621 1.1 -0.2 0.0
C -3.25248 -4.74590 0.52553 -0.3 -0.4 0.2
C -4.22507 -3.81101 -0.21315 -0.2 -0.6 0.1
N -3.74208 -3.25571 -1.50727 0.2 0.4 0.0
C -3.31149 -1.92768 -1.45975 0.4 -0.1 -0.6
N -4.02946 -1.10613 -2.20841 -0.3 0.8 0.4
P -3.75719 0.59527 -2.50515 0.7 1.7 -1.4
O -2.38609 1.02026 -2.32652 0.2 -0.5 0.6
O -4.85188 1.43488 -1.70871 -0.2 -1.2 -0.3
O -4.19137 0.74818 -4.03205 -0.6 -0.6 0.9
N -2.21482 -1.44148 -0.78940 -1.4 -0.8 0.1
C -1.06200 -2.40554 -0.67425 1.5 0.0 0.9
C 0.25271 -1.80403 -1.12719 -0.1 0.2 -0.7
C 1.15934 -1.20152 -0.25950 0.0 0.0 0.4
C 2.36254 -0.70580 -0.73949 0.3 -0.1 -0.6
C 2.66622 -0.81862 -2.09506 -0.1 -0.1 -0.3
C 1.78028 -1.41352 -2.99172 -0.6 -0.1 0.0
C 2.07623 -1.58428 -4.46676 0.5 -0.3 0.7
C 0.57551 -1.90094 -2.48124 0.1 0.1 0.1
P -2.54169 -0.72491 0.73554 0.9 0.5 2.2
O -2.86135 -1.67856 1.79494 -0.1 -0.5 -0.5
O -1.23077 0.08767 1.10540 -0.9 0.2 -0.7
O -3.70701 0.34593 0.56607 0.1 -0.1 -0.9
H -0.69766 -8.36638 0.03366 0.1 0.3 0.0
H -4.34425 -6.45106 -0.36332 -0.2 0.1 0.2
H -4.20791 -6.52217 1.43775 -0.4 0.2 -0.2
H -2.25425 -4.74847 0.08716 -0.1 0.3 -0.1
H -3.13944 -4.43298 1.56502 0.1 0.1 -0.1
H -4.59460 -2.99627 0.41304 0.3 0.1 0.0
H -5.11474 -4.40158 -0.45966 0.1 0.2 -0.1
H -3.10356 -3.87242 -1.99705 -0.1 0.0 -0.1
H -4.81864 -1.52766 -2.69150 0.1 -0.2 0.2
H -5.43252 0.87013 -1.17783 0.0 0.4 0.2
H -5.12817 0.99012 -4.10240 0.1 0.1 -0.3
H -0.94520 -2.71021 0.37274 -0.3 0.0 -0.1
H -1.21567 -3.31849 -1.24366 -0.5 0.2 -0.1
H 0.94819 -1.13323 0.80362 0.0 0.0 -0.1
H 3.09667 -0.23427 -0.09515 -0.3 -0.1 0.2
H 3.61424 -0.45906 -2.48876 -0.1 0.1 0.2
H 2.82646 -0.85422 -4.77430 -0.2 0.0 -0.3
H 2.51522 -2.57989 -4.60708 0.0 0.1 -0.1
H 1.16891 -1.54237 -5.06859 0.1 0.2 0.0
H -0.12177 -2.39069 -3.16284 0.1 0.1 0.1
H -1.34901 1.02399 0.87384 0.5 0.0 -0.1
H -4.34205 0.26444 1.29321 0.1 -0.1 0.1
C 4.70913 5.31629 4.44456 -0.1 -0.1 0.0
O 3.35477 5.36290 4.03011 0.3 0.0 -0.1
C 3.10755 6.28100 2.97062 -0.4 0.0 0.0
C 2.72376 5.54464 1.70285 0.3 -0.1 0.1
N 3.86283 4.82282 1.14671 -0.2 0.0 0.0
C 3.52058 3.91249 0.05843 0.2 0.0 0.1
C 2.62364 2.72014 0.38384 0.0 -0.1 -0.4
O 3.22284 1.75871 1.23804 -0.2 0.1 0.1
C 3.08662 2.01887 2.62694 0.2 -0.2 0.0
H 4.76022 4.69135 5.33480 -0.1 0.0 0.0
H 5.35028 4.87482 3.67431 0.1 0.1 0.0
H 5.07872 6.31355 4.69751 0.1 0.0 0.0
H 3.96303 6.94020 2.80133 0.1 -0.1 0.0
H 2.26307 6.90433 3.27863 0.0 0.0 0.0
H 2.36361 6.26599 0.96374 0.0 0.0 0.0
H 1.89550 4.86754 1.95302 -0.1 0.1 0.0
H 4.30382 4.28954 1.88472 0.1 0.0 0.0
H 4.46190 3.51950 -0.33440 0.0 0.0 -0.1
H 3.05936 4.48965 -0.74914 -0.1 0.0 0.0
H 2.42887 2.19737 -0.55796 0.0 0.0 0.0
H 1.64395 3.02393 0.77211 0.1 0.1 0.2
H 2.15417 2.53940 2.85753 0.0 0.1 0.0
H 3.93477 2.59343 3.00503 -0.1 0.1 0.1
H 3.08667 1.05952 3.14611 0.0 0.0 -0.1